A structure of composition C5H9NOS in a non-equilibrium geometry. Source: the OMol25 dataset; level of theory: the ωB97M-V functional and the def2-TZVPD basis.

LUMO = -0.00419 hartree
Strongest force on any atom = 10.6 eV/Å
HOMO energy = -9.04 eV
Energy relative to the best compared isomer or geometry (same formula, charge and spin) = 141.7 kcal per mole
Kohn-Sham gap = 8.93 eV

Last column: Mulliken charge in e.
Positions of all 17 atoms, in Å:
C -0.39925 -0.59391 -0.73468  -0.547
C 0.22363 0.91602 -0.52114  -0.248
C 1.37684 0.58960 0.18891  0.031
C 1.11524 -0.39202 1.31778  -0.854
C 0.79159 -1.09011 -0.05933  -0.068
H -3.00740 -0.92875 -1.19897  0.142
H -0.55768 -0.90146 -1.68328  0.591
H 0.65720 1.33154 -1.41029  0.426
H -1.40236 2.11046 -0.10362  0.333
H 2.29791 1.38840 0.22062  0.347
H 1.91141 -1.02102 1.77648  0.261
H 0.40409 -0.22092 2.06460  0.310
H 0.92482 -2.20469 -0.07266  0.473
H 2.96412 -0.68691 -0.56937  0.310
N 1.94542 -0.36932 -0.74261  -0.641
O -0.55384 1.84028 0.19601  -0.572
S -2.00173 -0.47382 0.21609  -0.294

Forces on atoms 1 to 3 (eV/Å):
C -0.4 4.6 3.7
C -4.1 2.1 -2.4
C 9.4 3.9 3.1

A cluster of 2 separate species, CH4BrP in total in a non-equilibrium geometry. Source: the OMol25 dataset; level of theory: the ωB97M-V functional and the def2-TZVPD basis.

LUMO = -0.00022 hartree
Strongest force on any atom = 5.4 eV/Å
HOMO energy = -9.71 eV
Energy relative to the best compared isomer or geometry (same formula, charge and spin) = 55.7 kcal per mole
SMILES = C=P.Br
Kohn-Sham gap = 9.71 eV

Last column: Mulliken charge in e.
Positions of all 7 atoms, in Å:
C -1.58911 0.39012 -0.16153  -0.447
P -0.18086 -0.58208 -0.34581  -0.074
Br 3.10202 0.54812 0.11769  -0.158
H -1.65883 0.78534 -1.19276  0.227
H -2.23076 0.64659 0.71213  0.268
H -0.03635 -1.18008 0.95336  0.039
H 2.59389 -0.60801 -0.08307  0.144

Forces on atoms 1 to 3 (eV/Å):
C 2.3 -1.3 -0.7
P -2.0 0.7 0.9
Br 2.2 4.8 0.9